{"formula": "C46H101CaN5O7S", "method": "wB97M-V/def2-TZVPD", "species": ["Ca", "S", "O", "O", "O", "O", "O", "O", "O", "N", "N", "N", "N", "N", "C", "C", "C", "C", "C", "C", "C", "C", "C", "C", "C", "C", "C", "C", "C", "C", "C", "C", "C", "C", "C", "C", "C", "C", "C", "C", "C", "C", "C", "C", "C", "C", "C", "C", "C", "C", "C", "C", "C", "C", "C", "C", "C", "C", "C", "C", "H", "H", "H", "H", "H", "H", "H", "H", "H", "H", "H", "H", "H", "H", "H", "H", "H", "H", "H", "H", "H", "H", "H", "H", "H", "H", "H", "H", "H", "H", "H", "H", "H", "H", "H", "H", "H", "H", "H", "H", "H", "H", "H", "H", "H", "H", "H", "H", "H", "H", "H", "H", "H", "H", "H", "H", "H", "H", "H", "H", "H", "H", "H", "H", "H", "H", "H", "H", "H", "H", "H", "H", "H", "H", "H", "H", "H", "H", "H", "H", "H", "H", "H", "H", "H", "H", "H", "H", "H", "H", "H", "H", "H", "H", "H", "H", "H", "H", "H", "H", "H"], "coordinates": [[2.915821, 1.740097, -0.684326], [0.567905, 0.093204, -0.265242], [-0.476192, 0.135016, 0.731582], [-0.501979, -2.281698, 2.456388], [-2.069159, -1.409082, 3.765651], [-0.810721, -3.058799, 4.565602], [1.937443, 0.010912, 0.329048], [0.770087, 1.443004, -0.926436], [0.386844, -0.992510, -1.196713], [0.145649, 1.607879, 4.299771], [0.598412, -1.560016, -5.005120], [3.366955, -3.225591, 2.505801], [-0.028683, 5.673779, -2.026463], [-3.543389, -1.965203, -0.497691], [1.986618, -4.473869, -0.913502], [-3.945242, 1.011206, -0.119251], [3.976065, -4.536834, 3.046633], [-1.607452, 6.770525, -0.328615], [-1.118619, -2.256108, 3.675542], [3.034122, -2.396038, 4.920237], [0.616335, -1.185453, 7.032049], [-3.767115, -1.315255, 0.851903], [1.188882, 6.251474, -1.326101], [2.455180, -2.563341, 3.523911], [-0.802149, 4.165458, 2.968359], [-3.829525, 0.351863, -1.499637], [0.298158, 5.783027, -3.535640], [2.497984, -3.526945, 1.313936], [-0.987000, 2.784759, 2.328605], [-0.627838, -1.717599, -7.196047], [3.634826, -3.702789, 5.432160], [-2.821178, -4.112845, 0.606695], [3.116553, -4.211181, 0.086878], [-1.263319, 6.484763, -1.801212], [-1.322219, 3.548706, -2.462478], [-0.887048, 3.532748, -3.936727], [0.381860, 3.016199, 4.940846], [-1.067761, 1.664615, 3.384338], [-1.638423, -5.067596, 0.736006], [0.722998, -1.816505, -6.504338], [-0.633777, 4.964587, -4.430488], [-0.133943, -0.250608, -4.763711], [1.331102, 1.247420, 3.436423], [-1.517352, -0.185168, -5.399356], [4.576059, -4.380542, 4.445007], [-2.509817, 7.977391, -0.167867], [-2.970852, -0.915995, -1.459792], [-4.799853, -2.517798, -1.130084], [1.029703, 0.003304, 6.119116], [4.453699, -2.316859, 2.043391], [-1.493853, -0.466906, -6.911691], [-0.170013, 0.582899, 5.387825], [1.967118, -1.524818, -4.338878], [2.730543, -2.859960, -4.363201], [-2.466321, -3.054186, -0.440058], [-4.590368, -0.016057, 0.807630], [4.069037, -2.640751, -3.596719], [0.361034, 4.136538, 3.929501], [-0.232503, -2.633972, -4.346526], [-0.245913, 4.227428, -1.626155], [-4.861104, 0.222275, -1.827088], [1.563487, -1.524806, 7.449462], [-0.649790, 5.001691, 2.285625], [2.129829, -2.540619, 1.022456], [3.867817, -2.685516, -2.522265], [-2.346790, -3.605798, -1.373529], [1.251653, 7.287661, -1.641761], [1.583445, -3.182188, 3.756596], [-4.517256, 1.935179, -0.229253], [1.439682, -1.129574, -6.952174], [1.363301, 0.781252, 6.816555], [-1.070265, 0.411813, -7.404787], [1.251609, -5.090859, -0.402083], [2.156471, 1.344865, 4.139277], [-2.991680, 1.392683, 0.259915], [-1.941143, -0.701171, -1.164699], [5.464436, -3.742195, 4.370219], [-3.719658, -4.610325, 0.242660], [-1.597678, 5.457782, -4.572640], [-2.952887, -3.638106, 1.577886], [-2.438282, -0.650422, -7.418765], [-1.377253, -5.455573, -0.253072], [-0.126563, -0.990807, 7.799784], [-0.422442, -1.800624, -8.265846], [1.183589, 6.028034, -0.263169], [-4.735248, 0.313991, 1.835674], [-0.741678, -4.645428, 1.188252], [-5.403480, -2.816473, -0.273929], [-2.106011, 6.185341, -2.418970], [-0.763864, -0.226114, 4.947770], [1.133909, 0.276165, 2.992525], [1.236449, 5.225072, -3.588713], [-5.605222, -0.258735, 0.479510], [5.150545, -2.128197, 2.855508], [-0.170293, 4.969484, -5.417955], [2.503145, -0.719266, -4.836313], [2.235961, -3.692825, -3.869058], [-1.754050, 4.370047, 3.467179], [-1.694607, 3.140885, -4.549592], [4.748018, -3.441846, -3.868792], [1.801883, -1.331267, -3.275878], [4.418902, -1.614411, -3.718300], [1.107039, -2.833010, -6.564783], [1.481262, 2.016207, 2.669280], [-4.189561, -2.078337, 1.495596], [-2.276886, -0.829085, -4.954487], [3.715381, -1.561641, 5.114588], [0.684705, 3.659244, -1.799291], [-0.890538, -1.595244, 1.909321], [0.456105, 5.113875, 4.417017], [2.400956, -4.950339, -1.800724], [1.456223, -3.578304, -1.249433], [0.190210, -3.599040, -4.615437], [-2.034166, 5.826998, 0.027851], [4.966820, -5.277297, 4.922835], [-0.371315, 4.205293, -0.543368], [1.905390, -0.208640, 5.509890], [-2.761926, -1.024574, 1.156497], [2.089181, -1.621976, 3.119555], [-1.254052, -2.681715, -4.714868], [-1.072564, 7.509712, -2.142450], [-1.894471, 2.846839, 1.726602], [2.040392, 5.686333, -1.707307], [-2.115472, 8.866028, -0.664593], [3.990054, -3.655495, -0.261460], [-4.570560, -3.264716, -1.880457], [4.753297, -4.834536, 2.344543], [3.211175, -5.311164, 2.996569], [-2.357404, 3.837500, -2.266293], [-0.168226, 2.571023, 1.637608], [-1.054690, 0.758841, 2.777592], [3.593212, -5.157670, 0.355929], [-1.886242, -5.909617, 1.382377], [-3.391303, 1.069625, -2.198335], [-0.285446, -0.131663, -3.688659], [-1.905204, 0.830656, -5.302212], [-5.376698, -1.701473, -1.557556], [4.987683, -2.688887, 1.172992], [2.190837, -2.175651, 5.580179], [-1.229946, -2.613757, -7.029173], [-1.383960, 2.556380, -2.000667], [0.064358, 2.997941, -3.990856], [-2.013423, 1.743817, 3.915850], [-0.506640, 3.156898, 5.556361], [1.328625, 4.237100, 3.413366], [-0.700795, 6.968585, 0.245209], [4.078197, -3.497401, 6.405898], [-3.502067, 7.775021, -0.571418], [-1.556113, -2.516397, -0.178296], [1.635922, -4.094757, 1.661625], [0.230038, -2.002428, 6.416930], [1.272896, 2.912609, 5.552288], [-2.904144, -1.376534, -2.447679], [0.507242, 0.559463, -5.110809], [-2.601458, 8.266211, 0.877828], [-0.841746, 1.098643, 6.073022], [-0.237555, -2.367113, -3.290999], [2.964751, -3.176436, -5.379244], [2.839756, -4.423119, 5.650509], [4.041997, -1.371761, 1.679973], [0.416632, 6.848010, -3.703829]], "forces_ev_per_angstrom": [[-0.988, -1.063, 0.581], [-0.353, -0.588, 0.674], [0.171, 0.394, -0.180], [1.484, -0.742, -0.900], [0.881, 0.195, -0.801], [1.389, 0.195, -1.202], [2.247, -0.326, 1.048], [-0.463, 1.373, -1.449], [-0.013, 0.087, -0.954], [-0.660, 1.268, -0.813], [-0.755, 0.240, 0.073], [0.136, -0.762, -0.271], [0.124, -0.169, -0.653], [0.733, 0.353, -2.448], [0.523, 0.325, 0.003], [-0.070, 0.163, -0.091], [0.239, -0.170, 0.346], [0.186, -1.250, -0.261], [-3.058, 0.268, 2.193], [0.288, -0.231, 0.516], [0.715, -0.278, -1.340], [0.390, 0.544, -0.270], [-0.444, -1.067, -0.567], [0.042, 0.134, 1.263], [-0.359, -0.636, 0.318], [0.425, 0.667, 0.467], [0.129, -1.861, 0.897], [-0.288, 0.242, -0.480], [0.487, 0.957, 0.172], [-0.376, -0.156, -0.649], [-0.671, -0.371, 0.109], [1.001, 0.592, -0.034], [0.399, -0.027, 0.915], [0.017, 2.551, 0.901], [0.078, -0.866, 0.806], [-0.152, 1.048, 0.757], [-1.259, -1.016, -0.419], [0.024, 0.396, -1.551], [-0.134, -0.704, -0.173], [-0.607, -0.235, 0.438], [-0.654, 0.857, -0.017], [-0.391, -0.043, 0.266], [-0.423, 0.759, 1.144], [-0.795, 0.149, -1.355], [0.576, 1.446, 0.451], [-0.445, 0.038, -0.070], [-0.642, 0.224, -0.038], [-0.349, 0.981, 1.372], [-0.643, 1.178, 1.658], [0.202, 0.651, 0.159], [1.486, -0.420, -0.197], [0.130, -0.676, -0.290], [-0.625, -1.112, 0.176], [1.047, 0.591, -0.181], [-0.556, -0.089, 1.644], [-0.291, -0.614, -0.109], [-1.330, 0.115, 0.330], [1.616, 1.233, -0.018], [0.168, -0.041, -0.385], [0.122, 0.384, -0.169], [0.136, -0.424, -0.308], [-0.244, -0.126, 0.588], [-0.051, -0.200, -0.351], [-0.181, -0.072, -0.103], [-0.017, -0.348, 0.038], [-0.238, 0.698, -0.429], [0.201, 0.146, 0.537], [-0.054, -0.313, -0.929], [-0.471, -0.249, 0.125], [0.099, 0.168, 0.356], [0.294, 0.055, -0.064], [0.164, -0.074, -0.102], [-0.051, -0.326, -0.338], [0.378, -0.656, -0.393], [0.269, -0.579, 0.033], [-0.300, 0.034, 0.270], [0.087, -0.040, -0.189], [-0.045, -0.259, 0.448], [0.024, 0.108, 0.062], [-0.349, -0.153, 0.008], [-0.332, 0.193, 0.547], [0.077, -0.197, 0.073], [0.167, 0.424, 0.045], [0.066, 0.211, -0.020], [-0.453, 0.617, 0.101], [0.336, 0.064, 0.051], [-0.180, 0.533, -0.073], [-0.090, -0.867, -0.388], [0.140, -0.673, 0.205], [0.017, 0.206, -0.390], [0.315, -0.074, 0.088], [0.376, 0.591, -0.163], [-0.035, 0.173, -0.205], [-0.028, -0.012, -0.008], [0.008, -0.089, -0.014], [0.207, -0.052, 0.053], [-0.418, 0.221, -0.045], [0.187, 0.225, 0.342], [0.346, -0.488, -0.150], [0.454, 0.399, 0.034], [-0.247, 0.506, -0.098], [0.602, -0.264, -0.613], [0.102, 0.076, -0.265], [-0.313, -0.290, 0.197], [0.040, 0.206, 0.203], [0.323, -0.085, 0.447], [0.281, -0.023, -0.606], [-0.119, 0.494, -0.211], [-0.150, 0.305, 0.162], [-0.570, -0.286, 0.697], [-0.223, -0.337, 0.073], [0.177, 0.235, 0.207], [0.215, 0.013, 0.508], [-0.277, 0.342, 0.645], [-0.277, -0.457, -0.645], [-0.463, 0.056, -0.054], [-0.382, -0.313, -0.207], [-0.028, -0.357, 0.437], [0.128, -0.144, -0.366], [0.111, 0.479, -0.156], [0.556, -0.282, -0.589], [-0.102, -0.580, 0.086], [0.043, 0.248, -0.284], [0.112, -0.139, -0.169], [-0.435, 0.350, -0.571], [-0.022, -0.192, 0.225], [-0.022, 0.129, -0.088], [-0.294, 0.242, 0.137], [0.183, 0.928, -0.294], [-0.058, -0.059, -0.132], [-0.243, -0.298, 0.739], [-0.411, -0.203, 0.109], [-0.157, -0.064, -0.171], [0.149, -0.205, -0.154], [0.466, -0.182, 0.120], [0.140, 0.030, 0.410], [0.221, -0.034, -0.240], [0.023, -0.631, 0.336], [0.026, -0.164, -0.411], [0.073, -0.027, 0.371], [0.436, -0.316, -0.487], [-0.224, -0.490, -0.288], [0.292, -0.175, 0.538], [0.191, -0.165, 0.369], [-0.108, -0.738, -0.480], [0.115, -0.151, -0.120], [0.410, -0.201, -0.149], [-0.047, 0.144, 0.075], [0.146, -0.188, -0.049], [0.081, -0.011, 0.197], [-0.140, 0.004, 0.009], [0.039, 0.269, 0.010], [-0.196, -0.199, 0.044], [0.041, -0.061, -0.213], [-0.136, -0.231, 0.033], [0.085, 0.019, 0.068], [0.096, -0.515, 0.136], [-0.042, 0.066, -0.054], [-0.249, 0.174, -0.048], [-0.399, -0.051, 0.449], [-0.041, -0.089, -0.512]], "charge": 4, "gap_ev": 3.746, "homo_energy_ha": -0.5552, "total_energy_ha": -3688.3523}